## P
Formula: C3H4O3S
Source: the OMol25 dataset
Level of theory: the ωB97M-V functional and the def2-TZVPD basis

```
! wB97M-V def2-TZVPD RIJCOSX def2/J DEFGRID3
* xyz 0 1
C -2.7859 -1.4680 -0.2516
C 0.2835 0.2439 -0.0896
C 1.2709 1.4274 0.1123
O -2.5651 -0.8841 -1.2126
O 2.4446 -0.8502 0.6718
O -3.1577 -2.0821 0.6340
S 2.0603 -0.1289 -0.5465
H 0.2305 -0.2485 0.9437
H -0.5007 0.1891 -0.6901
H 1.1185 2.1415 -0.7054
H 1.6011 1.6599 1.1341
*
```

## Q
Formula: C3H4O3S
Source: the OMol25 dataset
Level of theory: the ωB97M-V functional and the def2-TZVPD basis

```
! wB97M-V def2-TZVPD RIJCOSX def2/J DEFGRID3
* xyz 0 1
C 0.8922 -0.3804 0.1334
C -0.4945 -0.1752 -0.5512
C -0.6559 1.0029 -1.1479
O 2.2597 2.5871 0.4398
O 2.0413 0.2560 -0.5059
O 0.2635 1.9845 -0.9031
S 1.9711 1.8732 -0.7295
H 0.9685 -1.4409 0.3398
H 0.6860 0.1551 1.0801
H -1.1108 -0.9620 -0.5805
H -1.4666 1.4480 -1.7771
*
```

Of them, Q has the lowest stability.

## P
Formula: C2H3ClO2S
Source: the OMol25 dataset
Level of theory: the ωB97M-V functional and the def2-TZVPD basis

```
! wB97M-V def2-TZVPD RIJCOSX def2/J DEFGRID3
* xyz 0 3
C -0.8493 -0.6253 0.1819
C -0.5085 0.1087 1.3276
O 1.7981 0.2773 0.1178
O -0.6786 0.7932 2.2653
S 1.0170 -0.8302 0.8353
Cl 0.4975 0.8719 -2.6766
H -1.5792 -1.3715 0.1428
H -0.6833 -0.0453 -0.7896
H 0.9864 0.8211 -1.4043
*
```

## Q
Formula: C2H3ClO2S
Source: the OMol25 dataset
Level of theory: the ωB97M-V functional and the def2-TZVPD basis

```
! wB97M-V def2-TZVPD RIJCOSX def2/J DEFGRID3
* xyz 0 3
C -0.7906 0.2941 -0.9374
C 0.1018 1.1173 -0.2134
O 1.3670 -1.4648 0.8623
O 1.2011 1.4118 -0.5176
S -0.0467 -1.8770 0.1805
Cl -0.4537 1.3744 1.5679
H -1.7406 0.0325 -0.6075
H -0.7021 -0.0510 -1.8953
H 1.0638 -0.8373 1.5606
*
```

Of them, P has the lowest stability.